Record 1
DFT (the ωB97M-V functional and the def2-TZVPD basis) results for 2 unconnected molecules or ions with the total composition C4H11N3O2 at a distorted geometry.

Values from the calculation:
Relative energy (zero: lowest compared OMol25 entry of this formula, charge and spin) in kJ/mol: 219.5
Gap between HOMO and LUMO in eV: 9.58
Electronic energy in Ha: -473.71917
Charge: 0
Lowest unoccupied orbital energy in eV: 0.76
SMILES: CN=C(N)N.CC(=O)O

Each line ends with the natural charge from an NBO analysis.
Cartesian coordinates (Å):
C (1.2513, 1.1278, -3.3067)  -0.714
C (0.2511, 1.3911, -2.1706)  0.814
O (-0.8410, 0.5341, -2.1429)  -0.755
O (0.5334, 1.9849, -1.1596)  -0.592
H (1.9292, 1.9700, -3.4398)  0.240
H (0.6828, 0.8425, -4.2105)  0.235
H (1.7197, 0.1659, -2.9890)  0.250
C (-0.8864, -2.0741, 0.5064)  -0.426
C (-0.3202, -0.1004, 2.0127)  0.605
N (-0.4965, -0.6819, 0.8470)  -0.603
N (-0.0093, -0.6605, 3.3128)  -0.887
N (-0.2153, 1.3695, 1.9241)  -0.844
H (-1.1349, 0.0912, -1.3587)  0.527
H (-1.6472, -2.4740, 1.2504)  0.183
H (-0.0212, -2.7791, 0.6013)  0.187
H (0.0853, -1.7266, 3.5240)  0.402
H (-0.0681, -0.2058, 4.2175)  0.404
H (-0.1707, 1.6340, 0.8316)  0.425
H (0.6087, 1.7030, 2.2261)  0.356
H (-1.2507, -2.1114, -0.4761)  0.193

Record 2
DFT (the ωB97M-V functional and the def2-TZVPD basis) results for a molecular structure, C8H6FeN3O6 at a distorted geometry.

Values from the calculation:
Relative energy (zero: lowest compared OMol25 entry of this formula, charge and spin) in kJ/mol: 19.9
Gap between HOMO and LUMO (spin up / spin down) in eV: 7.56 / 7.34
Electronic energy in Ha: -2188.05686
Charge: -1
Lowest unoccupied orbital energy (spin up / spin down) in eV: 2.09 / 1.87
⟨S²⟩: 6.008
2S+1: 5

Each line ends with the Löwdin spin population.
Cartesian coordinates (Å):
Fe (0.4929, 1.8190, 0.2785)  3.742
O (0.4839, -4.4563, -2.9870)  0.000
C (-0.5243, -4.0368, -2.4018)  0.000
O (-1.6769, -4.4888, -2.2812)  0.000
C (-0.3139, -2.6590, -1.6626)  0.000
C (-1.3777, -2.0784, -0.9815)  0.001
C (-1.1879, -0.8624, -0.3581)  0.006
N (-0.0146, -0.2195, -0.3777)  0.036
C (1.0202, -0.7829, -1.0169)  0.004
C (0.9071, -1.9982, -1.6695)  0.001
C (2.3435, -0.0135, -0.9700)  0.008
O (3.3296, -0.5022, -1.4812)  0.011
O (2.2830, 1.1214, -0.3525)  0.075
H (-2.3285, -2.5918, -0.9606)  0.000
H (-1.9890, -0.3703, 0.1841)  0.001
H (1.7579, -2.4254, -2.1801)  0.000
N (0.2126, 2.0088, 2.5923)  0.035
N (-0.6960, 3.0689, 2.7605)  0.002
C (-0.9360, 3.9728, 1.6760)  0.008
O (-1.4972, 5.0095, 1.9768)  0.007
O (-0.5572, 3.5653, 0.5255)  0.061
H (-0.1682, 1.1769, 3.0224)  0.001
H (1.1145, 2.2099, 3.0108)  0.001
H (-0.6777, 3.5331, 3.6539)  0.001

Record 3
DFT (the ωB97M-V functional and the def2-TZVPD basis) results for a molecular structure, C3H13N5 at a distorted geometry.

Values from the calculation:
Relative energy (zero: lowest compared OMol25 entry of this formula, charge and spin) in kJ/mol: 391.3
Gap between HOMO and LUMO in eV: 8.10
Electronic energy in Ha: -395.74268
Charge: 0
Lowest unoccupied orbital energy in eV: 0.96

Each line ends with the natural charge from an NBO analysis.
Cartesian coordinates (Å):
C (-1.5074, -1.4941, -0.4436)  -0.417
C (0.7811, -2.0981, 0.1488)  -0.415
N (-0.1430, -1.0026, -0.1978)  -0.492
H (0.2800, -0.5023, -1.0075)  0.430
H (-1.9051, -1.9385, 0.4700)  0.209
H (0.4859, -2.5204, 1.1078)  0.219
H (-2.1344, -0.6556, -0.7410)  0.227
H (-1.5019, -2.2306, -1.2488)  0.192
H (1.7879, -1.6958, 0.2403)  0.227
H (0.7755, -2.8515, -0.6409)  0.187
N (1.1356, 1.2732, -0.4761)  -0.680
C (0.0594, 0.5625, 0.8105)  0.681
N (0.6178, 2.3824, -1.2069)  -0.689
N (-1.0787, 1.3410, 0.6652)  -0.916
N (0.5991, 0.2432, 1.9372)  -0.942
H (2.1279, 1.2647, -0.2480)  0.358
H (0.5205, 2.1281, -2.1896)  0.340
H (1.2391, 3.1888, -1.1564)  0.349
H (-0.9428, 2.0632, -0.0508)  0.407
H (-1.3912, 1.7554, 1.5317)  0.379
H (0.1948, 0.7871, 2.6959)  0.346

Record 4
DFT (the ωB97M-V functional and the def2-TZVPD basis) results for a molecular structure, C19H12ClN3O4SrTe at a distorted geometry.

Values from the calculation:
Relative energy (zero: lowest compared OMol25 entry of this formula, charge and spin) in kJ/mol: 0.0
Gap between HOMO and LUMO in eV: 2.81
Electronic energy in Ha: -1955.58484
Charge: -2
Lowest unoccupied orbital energy in eV: 3.81

Each line ends with the natural charge from an NBO analysis.
Cartesian coordinates (Å):
Sr (-0.5946, -0.0572, 0.6206)  1.727
O (-4.0541, 2.6893, -0.1293)  -0.649
C (-3.2891, 1.7961, 0.2031)  0.642
N (-2.1325, 1.8065, 0.8916)  -0.823
C (-1.7601, 2.9459, 1.6333)  0.660
O (-2.5132, 3.8275, 1.9733)  -0.605
C (-0.2960, 2.9997, 2.0676)  0.112
C (0.1225, 4.0947, 2.8236)  -0.224
C (1.4499, 4.2005, 3.1690)  -0.194
C (2.3193, 3.2054, 2.7414)  -0.273
C (1.8077, 2.1154, 2.0832)  0.067
N (0.5040, 1.9824, 1.7796)  -0.453
C (-3.7259, 0.3431, -0.2707)  0.153
C (-5.0334, 0.1536, -0.6933)  -0.236
C (-5.4093, -1.1075, -1.1218)  -0.179
C (-4.4856, -2.1329, -1.1519)  -0.277
C (-3.1943, -1.8660, -0.7307)  0.053
N (-2.8383, -0.6522, -0.2826)  -0.503
H (-0.6160, 4.8330, 3.1039)  0.230
H (1.8089, 5.0379, 3.7561)  0.194
H (3.3777, 3.2378, 2.9640)  0.201
H (2.4215, 1.2643, 1.8221)  0.220
H (-5.7006, 1.0039, -0.6738)  0.241
H (-6.4307, -1.2850, -1.4396)  0.198
H (-4.7454, -3.1260, -1.4944)  0.206
H (-2.4137, -2.6190, -0.7521)  0.219
Cl (6.1025, -4.1227, -3.3154)  -0.062
C (4.7113, -3.2968, -2.6185)  -0.015
C (4.8391, -1.9764, -2.2448)  -0.259
C (3.7332, -1.3218, -1.7001)  -0.163
C (2.5377, -1.9936, -1.5410)  -0.125
C (2.4341, -3.3195, -1.9112)  -0.162
C (3.5285, -3.9879, -2.4613)  -0.259
C (1.3153, -1.2754, -0.9539)  0.753
O (1.4360, -0.0483, -0.7023)  -0.793
O (0.2828, -1.9715, -0.7741)  -0.781
H (5.7850, -1.4681, -2.3735)  0.214
H (3.7851, -0.2854, -1.3918)  0.243
H (1.4856, -3.8170, -1.7528)  0.244
H (3.4605, -5.0264, -2.7554)  0.214
Te (-0.0154, -0.7805, 3.6036)  -1.752

Record 5
DFT (the ωB97M-V functional and the def2-TZVPD basis) results for a molecular structure, CH2Cl3PS at a distorted geometry.

Values from the calculation:
Relative energy (zero: lowest compared OMol25 entry of this formula, charge and spin) in kJ/mol: 0.0
Gap between HOMO and LUMO in eV: 7.96
Electronic energy in Ha: -2159.42350
Charge: 0
Lowest unoccupied orbital energy in eV: -1.14

Each line ends with the natural charge from an NBO analysis.
Cartesian coordinates (Å):
C (0.4448, -0.3446, 1.2717)  -0.413
P (-0.6221, 0.0838, -0.8999)  0.863
S (-1.8679, -1.1502, -1.6795)  -0.441
Cl (2.1129, -0.0848, 0.9967)  0.050
Cl (1.0793, 0.3482, -2.0154)  -0.247
Cl (-1.3701, 1.9824, -0.8657)  -0.240
H (-0.0964, 0.4759, 1.5991)  0.212
H (0.3195, -1.3106, 1.5930)  0.216

Record 6
DFT (the ωB97M-V functional and the def2-TZVPD basis) results for a molecular structure, C15H29CrN8O3S at a distorted geometry.

Values from the calculation:
Gap between HOMO and LUMO (spin up / spin down) in eV: 6.25 / 6.38
Electronic energy in Ha: -2695.10830
Charge: +1
Lowest unoccupied orbital energy (spin up / spin down) in eV: -3.61 / -3.49
⟨S²⟩: 6.013
2S+1: 5

Each line ends with the Löwdin spin population.
Cartesian coordinates (Å):
Cr (15.0331, -8.1143, -2.5600)  3.813
N (16.2608, -6.6327, -3.5629)  0.035
C (17.6468, -6.6654, -3.0581)  0.006
C (17.9401, -7.8882, -2.1982)  0.006
N (16.8191, -8.4759, -1.4023)  0.004
C (16.7038, -8.0800, 0.0339)  0.003
C (15.2984, -8.4159, 0.4305)  0.009
N (14.4152, -7.4760, -0.2891)  0.018
H (16.2225, -6.8771, -4.5649)  0.005
H (15.9888, -5.6506, -3.4925)  0.005
H (17.8784, -5.7437, -2.4262)  0.000
H (18.3594, -6.5478, -3.8905)  0.000
H (18.8088, -7.6143, -1.6099)  0.000
H (18.4025, -8.6867, -2.8221)  0.000
H (16.9901, -9.4735, -1.3904)  0.004
H (16.9427, -7.0041, 0.2233)  0.000
H (17.4200, -8.7045, 0.5741)  0.000
H (15.1305, -8.3210, 1.4916)  0.001
H (15.0304, -9.4721, 0.1278)  0.003
H (14.5855, -6.5208, 0.0359)  0.002
H (13.4098, -7.7115, -0.2206)  0.004
N (15.2974, -10.0348, -3.8298)  0.017
C (14.1776, -10.9687, -3.8760)  0.008
C (13.9132, -11.8852, -2.8748)  0.005
C (12.6808, -12.5505, -2.9152)  -0.001
C (11.7716, -12.4173, -3.9989)  0.002
C (12.1447, -11.5652, -5.0775)  0.001
C (13.3462, -10.8961, -5.0362)  0.001
S (10.0807, -13.0584, -3.6732)  0.000
O (9.6679, -11.6162, -3.7019)  0.001
O (9.5694, -13.8756, -4.7542)  0.000
O (10.0304, -13.6355, -2.3679)  0.000
H (15.5388, -9.9059, -4.8198)  0.002
H (16.0974, -10.5582, -3.4393)  0.003
H (14.6299, -12.0973, -2.0941)  0.000
H (12.3681, -13.1261, -2.0466)  0.000
H (11.4028, -11.3501, -5.8853)  0.000
H (13.6554, -10.1684, -5.8047)  0.000
C (9.3177, -9.0202, -6.4940)  0.000
C (9.2421, -8.0265, -5.3250)  0.000
C (9.3381, -8.7109, -3.9557)  0.000
C (10.2547, -6.9212, -5.4216)  0.000
N (11.6145, -7.2407, -4.9107)  0.003
C (12.1479, -7.4308, -3.6869)  0.012
N (13.4644, -7.4124, -3.7363)  0.011
N (13.7569, -7.2484, -5.0623)  0.010
N (12.6360, -7.1473, -5.7747)  0.004
H (8.5426, -9.7997, -6.4300)  0.000
H (10.3192, -9.5527, -6.4847)  0.000
H (9.2836, -8.6049, -7.5189)  0.000
H (8.2287, -7.5943, -5.2805)  0.000
H (10.2317, -9.2912, -3.8982)  0.000
H (8.4624, -9.3901, -3.9306)  0.000
H (9.2763, -8.0770, -3.0639)  0.000
H (9.9080, -6.0356, -4.9021)  0.000
H (10.5085, -6.6052, -6.4678)  0.000
H (11.5862, -7.6483, -2.8421)  0.001